A structure of composition C3H3CuLiMgO3 at a distorted geometry. Source: the OMol25 dataset; level of theory: ωB97M-V/def2-TZVPD.

```
12
Properties=species:S:1:pos:R:3:lowdin_charge:R:1
O 0.542 0.315 0.505 -0.344
C 1.671 -0.058 -0.160 -0.392
C -0.454 -0.753 0.835 -0.313
O 2.003 0.855 -0.946 -0.170
C -1.741 -0.462 0.216 -0.193
Cu 3.999 1.410 -2.556 0.844
H -0.472 -0.638 1.929 0.063
H -2.536 -0.974 0.783 0.104
H -1.811 -0.810 -0.830 0.083
Li 1.169 -2.214 0.183 0.711
Mg -0.352 2.076 0.014 1.118
O -2.017 1.253 0.028 -0.512
```

The value obtained for the energy above the lowest of the compared OMol25 structures with the same formula, charge and spin is 0.0 kcal/mol. The HOMO-LUMO gap is 0.1336 Eh. The lowest unoccupied orbital energy is -6.411 eV. The charge is +1.